1.
# C2H6N10

A structure of composition C2H6N10 in a non-equilibrium geometry (the ωB97M-V functional and the def2-TZVPD basis, the Open Molecules 2025 dataset).

HOMO-LUMO gap = 0.3082 Ha
net charge = 0
LUMO = 0.2 eV
calculated total energy = -627.16289 Ha
ΔE to the lowest compared entry with this formula, charge and spin = 276.5 kJ/mol

Geometry as XYZ:
```
18
Properties=species:S:1:pos:R:3:forces:R:3:mulliken_charge:R:1
C -1.16888 0.90312 -0.51065 -1.442 2.950 0.709 0.61
C 1.31581 0.35459 0.60698 -5.686 4.092 -1.071 0.52
N -2.05548 2.95313 -0.47843 0.144 -1.453 -0.035 -0.53
N -0.91683 2.24691 -0.46230 -1.909 -2.374 -0.475 0.28
N -2.49400 0.80064 -0.56368 0.875 -1.141 0.281 -0.27
N -2.94138 2.04019 -0.52130 -2.617 1.340 -0.371 -0.35
N -0.06955 -3.44943 -0.28093 0.766 2.244 -0.539 -0.78
N 0.33517 -2.23071 -0.45502 0.520 -2.518 0.157 -0.08
N 1.04088 1.50068 1.02299 0.005 -2.616 -0.866 -0.55
N -0.55735 -1.33595 -0.21105 -1.933 -0.649 -0.201 0.00
N -0.22899 -0.00391 -0.37570 4.596 -2.391 0.317 -0.15
N 2.18415 -0.58426 0.51261 1.261 -3.195 -0.564 -0.34
H 0.78045 -3.97157 -0.47318 -0.122 -0.418 -0.044 0.26
H -0.07202 2.64915 -0.47839 3.381 1.833 0.105 0.19
H 1.60077 2.07650 1.55682 1.847 1.069 1.293 0.19
H -1.49460 -1.75727 -0.29059 -0.173 1.202 0.446 0.41
H 2.78391 -0.64947 1.30094 0.790 0.141 0.630 0.27
H 1.95792 -1.54233 0.10086 -0.303 1.882 0.227 0.32
```
Forces are in eV/Å.

=====

2.
# C13H23BF4NPPt

A structure of composition C13H23BF4NPPt in a non-equilibrium geometry (the ωB97M-V functional and the def2-TZVPD basis, the Open Molecules 2025 dataset).

spin multiplicity = 5
⟨S²⟩ = 6.03
HOMO-LUMO gap (spin up / spin down) = 0.2192 / 0.1290 Ha
net charge = +2
LUMO (spin up / spin down) = -6.6 / -12.3 eV
calculated total energy = -1448.13926 Ha

Geometry as XYZ:
```
44
Properties=species:S:1:pos:R:3:forces:R:3:mulliken_charge:R:1
C 0.47146 3.23994 -2.22875 -0.239 0.485 -0.381 -0.91
C -0.80230 2.77704 -1.92044 0.437 1.335 -1.325 -0.44
C -0.98362 1.74009 -0.98705 0.873 -0.651 1.162 0.10
C 0.15377 1.22997 -0.36191 -0.606 -0.722 0.810 0.23
C 1.43341 1.73224 -0.61047 -0.533 -1.288 1.396 0.81
C 1.58938 2.75913 -1.54477 0.056 1.189 -1.255 -0.45
C -2.35919 1.26592 -0.64324 -0.402 -0.255 -0.192 -1.15
C -2.54092 -0.21394 -0.26105 -1.791 1.326 0.419 -0.59
N -2.57923 -1.08862 -1.38059 1.600 -1.724 0.260 0.28
Pt -0.01855 -0.39887 0.87233 0.567 0.455 1.693 0.16
C 2.59567 1.10927 0.10776 0.264 -0.396 -0.002 -1.29
P 2.11754 -0.64395 0.43753 1.565 0.053 -1.329 0.55
H -1.69084 3.19880 -2.39199 0.327 0.094 -0.089 0.47
H 2.59156 3.14617 -1.72838 -0.286 0.091 -0.157 0.52
H 0.60388 3.99934 -2.99770 -0.094 -0.101 0.270 0.43
H 2.77817 1.54305 1.10434 -0.153 0.221 -0.258 0.43
H 3.54025 1.13388 -0.44747 -0.127 0.328 -0.002 0.57
H -2.73850 1.83805 0.22090 0.234 0.046 -0.195 0.47
H -3.04678 1.48935 -1.47299 0.103 0.073 0.230 0.41
H -1.80326 -0.56791 0.56017 -1.214 -0.028 -0.939 0.25
C 3.37204 -1.44884 1.42016 0.399 0.036 0.070 -1.05
C 2.16066 -1.37618 -1.22888 0.293 -0.226 0.094 -1.34
H -3.52770 -0.33121 0.21366 0.275 0.223 0.041 0.54
C -1.53439 -1.11332 -2.37010 -0.210 0.178 -1.309 -0.67
C -3.23335 -2.35587 -1.17384 -1.113 -0.152 -0.356 -0.78
H 0.28050 -1.39654 2.16330 -0.839 -0.669 -0.092 0.09
H -1.91327 -1.69027 -3.22871 0.240 0.266 0.217 0.44
H -1.25107 -0.11063 -2.71257 -0.118 -0.238 0.236 0.28
H -0.62842 -1.63400 -2.01233 -0.357 0.126 0.299 0.24
H -3.44659 -2.81223 -2.14811 0.044 0.034 0.296 0.34
H -2.60690 -3.05504 -0.59328 0.088 0.335 -0.074 0.36
H -4.16808 -2.18585 -0.62477 0.246 -0.171 -0.112 0.36
H 3.17688 -1.35970 -1.63351 -0.105 -0.135 -0.065 0.45
H 1.80826 -2.40907 -1.13423 0.173 0.087 -0.191 0.39
H 1.48926 -0.83059 -1.90065 0.186 -0.038 0.158 0.32
H 4.34739 -1.37331 0.91720 -0.177 -0.077 0.251 0.42
H 3.41247 -0.97366 2.40908 0.063 -0.215 -0.179 0.39
H 3.09549 -2.50616 1.52494 0.122 0.237 0.058 0.40
H -0.38276 -1.84684 1.62379 0.172 -0.081 0.907 0.10
F 0.08124 0.93281 3.94677 -0.094 0.010 0.974 -0.14
B 0.04435 0.29985 5.24122 0.275 -2.174 0.227 0.57
F -1.13773 -0.48585 5.34999 1.213 1.214 -0.239 -0.25
F 1.19662 -0.53020 5.37465 -1.301 1.246 -0.266 -0.29
F 0.05322 1.30373 6.25000 -0.061 -0.345 -1.060 -0.05
```
Forces are in eV/Å.

=====

3.
# C18H42FN2O

A cluster of 3 separate species, C18H42FN2O in total in a non-equilibrium geometry (the ωB97M-V functional and the def2-TZVPD basis, the Open Molecules 2025 dataset).

HOMO-LUMO gap = 0.1392 Ha
net charge = -1
LUMO = 2.3 eV
calculated total energy = -995.42587 Ha

Geometry as XYZ:
```
64
Properties=species:S:1:pos:R:3:forces:R:3:mulliken_charge:R:1
C 4.32076 -7.03737 -0.79315 -1.000 -0.627 -0.590 -0.60
O 3.55073 -5.91003 -1.41655 0.739 -1.694 2.658 -0.33
C 3.01753 -5.02424 -0.37039 -0.897 2.348 0.789 -0.48
C 1.47484 -4.52241 -0.59742 0.082 -1.044 0.752 -0.26
C 0.42630 -5.75482 -0.85308 -0.335 0.635 1.124 -0.51
C 0.86247 -7.19234 -0.19726 -0.747 -1.122 -1.491 -0.07
C -0.44397 -8.23457 -0.14724 1.600 0.772 -0.131 -0.25
F 0.13067 -9.59980 0.14399 -1.446 2.045 -0.369 -0.35
H 5.43936 -6.75543 -0.57147 -2.091 -0.472 -0.438 0.24
H 4.23560 -7.94121 -1.56700 0.533 1.995 1.534 0.20
H 3.79062 -7.44237 0.19442 1.176 1.098 -2.001 0.24
H 3.69340 -4.04030 -0.39515 -1.254 -1.917 0.228 0.17
H 3.09697 -5.43813 0.72127 0.488 -0.063 -1.879 0.25
H 1.15675 -4.03000 0.44128 0.773 -0.999 -1.663 -0.15
H 0.15726 -5.84311 -1.99816 0.654 -0.306 2.159 0.17
H -0.59154 -5.44149 -0.31337 1.881 -0.559 -1.138 0.19
H 1.61658 -7.70188 -0.96379 -1.488 0.994 1.811 0.02
H 1.38843 -7.09864 0.84508 -1.237 -0.106 -1.933 0.15
H -1.22060 -7.94107 0.68416 1.579 -0.870 -1.547 0.25
H -0.95416 -8.27780 -1.20710 1.029 -0.084 2.190 0.22
C 0.97455 1.06215 1.27192 -0.013 0.102 -0.090 -1.30
C 0.61820 -0.10142 0.35136 -0.128 0.125 -0.028 -0.30
N -0.58607 0.12870 -0.45105 -0.394 0.138 0.027 0.17
C -1.09673 -1.08487 -1.09603 -0.044 -0.235 0.102 -0.67
C -0.21290 -1.75103 -2.14497 0.023 0.022 -0.245 -1.03
C -0.58972 1.32982 -1.28868 0.086 -0.048 0.403 0.16
C 0.53035 1.48056 -2.31251 0.118 0.151 -0.368 -1.24
H 0.12847 1.33549 1.91111 0.022 -0.008 -0.109 0.25
H 1.80808 0.77890 1.92295 -0.081 0.001 -0.113 0.48
H 1.28687 1.94660 0.70878 -0.036 0.003 0.069 0.24
H 0.45051 -0.97270 0.99558 -0.119 -0.029 -0.357 0.36
H 1.48527 -0.33898 -0.27696 0.094 -0.084 0.061 0.28
H -2.07703 -0.87532 -1.54260 0.074 0.265 0.094 0.32
H -1.30267 -1.82397 -0.31092 0.185 0.154 0.035 0.43
H -0.20138 -1.18778 -3.08006 -0.014 0.102 -0.034 0.31
H -0.60805 -2.74544 -2.37925 0.230 0.089 0.154 0.38
H 0.81634 -1.88334 -1.80067 -0.225 -0.253 -0.022 0.21
H -0.56651 2.20644 -0.63040 0.084 -0.104 0.070 -0.58
H -1.55384 1.41242 -1.80693 0.055 -0.284 0.128 0.45
H 1.51548 1.25495 -1.89558 -0.107 -0.042 -0.003 0.23
H 0.55985 2.51502 -2.67111 0.004 -0.009 0.029 0.46
H 0.36773 0.84809 -3.18699 0.135 -0.029 0.135 0.32
C -1.77955 6.12624 3.76604 -0.005 -0.141 0.001 -1.38
C -1.88275 6.66310 2.34145 0.249 -0.191 -0.036 -0.34
N -0.92808 6.05460 1.41119 0.230 0.234 -0.231 0.17
C -0.81650 6.77346 0.13827 0.145 0.116 0.278 -0.63
C -2.05114 6.82053 -0.75539 -0.144 0.002 -0.340 -0.96
C -0.96613 4.59477 1.30267 0.071 -0.045 0.355 -0.71
C -2.28764 3.95066 0.89738 -0.153 -0.292 -0.132 -0.96
H -0.75697 6.21090 4.14853 -0.106 -0.049 -0.124 0.32
H -2.43350 6.70274 4.42851 0.043 -0.057 -0.112 0.43
H -2.09112 5.07951 3.83077 0.072 0.094 0.016 0.26
H -1.68360 7.73999 2.39556 0.079 -0.096 -0.285 0.44
H -2.91650 6.55316 1.99174 -0.158 0.028 0.050 0.28
H 0.02156 6.36347 -0.43957 -0.109 -0.142 0.208 0.33
H -0.52095 7.80746 0.35866 -0.066 -0.097 0.170 0.40
H -2.23213 5.86169 -1.24494 -0.072 0.077 0.089 0.20
H -1.90006 7.55848 -1.55069 -0.009 -0.046 0.073 0.40
H -2.95166 7.11232 -0.20832 0.081 -0.055 -0.020 0.26
H -0.66582 4.17164 2.26865 -0.046 0.158 -0.031 0.24
H -0.18352 4.25808 0.61051 -0.075 0.304 0.032 0.32
H -3.14105 4.35954 1.44485 0.070 0.034 -0.022 0.34
H -2.25058 2.87702 1.11067 0.009 0.089 -0.044 0.38
H -2.47707 4.05336 -0.17255 -0.090 0.025 0.103 0.19
```
Forces are in eV/Å.

=====

- Among the records above, which one has the lowest net charge?
  C18H42FN2O